i.
Computed, not measured: a 2-piece molecular cluster, C4H13NOS overall, with ωB97M-V/def2-TZVPD.

Geometry (Å):
C 0.18 2.49 -2.42
S -0.25 0.74 -2.72
C -0.41 0.15 -1.02
C -0.56 -1.37 -1.05
C -0.84 -1.82 0.47
N 0.16 -1.76 1.48
H -0.29 3.01 -1.57
H 1.22 2.41 -2.06
H 0.15 3.00 -3.38
H 0.57 0.26 -0.56
H -1.18 0.70 -0.45
H -1.42 -1.80 -1.55
H 0.39 -1.89 -1.23
H -1.24 -2.82 0.35
H -1.82 -1.37 0.76
H -0.12 -1.61 2.43
H 0.92 -1.14 1.25
O 1.88 0.87 3.92
H 1.61 1.00 3.01
H 1.04 0.92 4.37

structure (SMILES): CSCCCN.O
E_HOMO: -8.5 eV
HOMO-LUMO gap: 8.98 eV
lowest unoccupied orbital energy: 0.5 eV
charge: 0


ii.
Computed, not measured: a 2-piece molecular cluster, C4H13NOS overall, with ωB97M-V/def2-TZVPD.

Geometry (Å):
C -1.75 -1.01 -1.58
C -0.44 -0.48 -1.06
N 0.16 -1.16 0.06
C -0.59 1.13 -0.65
C 0.62 1.59 0.20
S 2.24 1.51 -0.46
H -2.38 -1.48 -0.92
H -2.34 -0.10 -2.04
H -1.87 -1.74 -2.45
H 0.25 -0.47 -1.95
H 1.14 -1.30 -0.07
H -0.17 -2.14 0.11
H -1.49 1.10 -0.16
H -0.49 1.60 -1.63
H 0.58 0.86 0.95
H 0.66 2.51 0.87
H 2.23 2.38 -1.50
O 0.87 -1.14 4.11
H 1.45 -0.93 3.33
H 1.32 -0.73 4.82

structure (SMILES): C[C@H](N)CCS.O
E_HOMO: -8.9 eV
HOMO-LUMO gap: 9.65 eV
lowest unoccupied orbital energy: 0.7 eV
charge: 0


Decreasing stability: i, ii